DFT (ωB97M-V/def2-TZVPD) results for a cluster of 2 separate species, C4H10NO in total.

The total energy comes out at -7844.190 eV. The energy above the lowest of the compared OMol25 structures with the same formula, charge and spin is 153.1 kJ/mol.

```
! wB97M-V def2-TZVPD RIJCOSX def2/J DEFGRID3
* xyz 0 2
C -0.50099 -1.12190 -0.13084
C -0.25111 0.38657 -0.53582
C 0.95545 1.02433 -0.56127
C -2.60511 0.51523 -1.51274
N -1.48330 1.11081 -1.01999
H -1.05949 -1.62124 -0.94976
H 0.42423 -1.67595 0.02963
H -1.15717 -0.97844 0.80757
H 1.16530 2.10448 -0.44558
H 1.84848 0.41407 -0.86201
H -3.27867 1.10878 -2.07529
H -2.94148 -0.39385 -1.06386
H -1.31657 2.03239 -1.30555
H 3.09438 -1.17752 3.83454
H 3.60237 -0.71112 2.67481
O 3.05154 -1.46284 2.86744
*
```